This record from OMol25 describes C22H47InNO5S4 as an isolated structure. The level of theory is ωB97M-V with the def2-TZVPD basis set.

Last column: Löwdin charge in e.
Geometry (Å):
C: -0.5839 -4.9254 0.0188  -0.117
C: -1.0581 -4.7334 -1.4204  -0.264
C: -1.5275 -3.2953 -1.7091  -0.275
C: -0.4474 -2.3809 -2.3202  -0.434
C: -0.6269 -2.2452 -3.8317  -0.174
In: -0.4093 -0.4212 -1.2900  0.520
S: 1.3620 0.9784 -2.4244  0.206
C: -2.3094 0.6797 -1.4183  -0.283
C: -3.5222 -0.0990 -1.9563  -0.297
C: -4.3944 -0.6489 -0.8173  -0.202
C: -5.0731 -1.9821 -1.1071  -0.177
N: -6.3296 -1.8904 -1.9060  0.048
C: -7.5357 -1.9993 -1.2162  -0.543
C: -7.8680 -0.8760 -0.2560  -0.001
O: -8.3132 -2.9134 -1.4068  0.046
C: 0.3477 -0.7814 0.7757  -0.598
S: -0.2715 0.3275 2.0651  0.744
C: -0.9836 -0.8405 3.2363  -0.570
C: -2.2398 -1.5557 2.7333  -0.164
H: -1.2880 -4.4635 0.7175  0.062
H: -0.4952 -5.9821 0.2845  0.060
H: 0.3934 -4.4646 0.1857  0.070
H: -0.2329 -4.9685 -2.1010  0.102
H: -1.8657 -5.4454 -1.6228  0.095
H: -1.9179 -2.8855 -0.7644  0.078
H: -2.3833 -3.3310 -2.3940  0.087
H: 0.5396 -2.8204 -2.1278  0.070
H: -1.5410 -1.6918 -4.0744  0.054
H: 0.2058 -1.6986 -4.2827  0.058
H: -0.7059 -3.2158 -4.3490  0.064
H: 1.9756 1.3242 -1.2841  -0.313
H: -2.5601 1.0946 -0.4349  0.023
H: -2.0928 1.5411 -2.0566  0.020
H: -3.2196 -0.9356 -2.5982  0.072
H: -4.1410 0.5439 -2.5942  0.099
H: -5.1619 0.0886 -0.5731  0.092
H: -3.7841 -0.7557 0.0847  0.091
H: -5.2696 -2.5325 -0.1803  0.120
H: -4.3970 -2.5922 -1.7060  0.097
H: -6.3600 -2.6238 -2.6064  0.121
H: -7.1323 -0.0796 -0.2693  0.056
H: -8.8422 -0.4808 -0.5449  0.084
H: -7.9634 -1.2743 0.7558  0.086
H: 0.1285 -1.8101 1.0766  -0.015
H: 1.4360 -0.6841 0.7543  -0.021
H: -1.1949 -0.2510 4.1315  0.057
H: -0.2090 -1.5648 3.5008  0.066
H: -3.1491 -1.0553 3.0714  0.065
H: -2.2695 -2.5963 3.0662  0.065
H: -2.2647 -1.5615 1.6419  0.034
C: 2.3983 5.1580 4.7850  -0.229
C: 1.2674 4.7871 3.8129  -0.213
C: 1.6060 3.4248 3.2008  -0.220
S: 2.6042 2.5708 4.4277  0.650
O: 3.9391 2.3877 3.9098  -0.330
O: 1.8931 1.4573 4.9970  -0.329
C: 2.6469 3.9101 5.6245  -0.238
H: 2.1333 6.0122 5.4078  0.109
H: 3.3024 5.4151 4.2287  0.116
H: 0.3260 4.7204 4.3622  0.116
H: 1.1402 5.5374 3.0339  0.113
H: 0.7442 2.7952 2.9886  0.049
H: 2.2199 3.5090 2.3061  0.110
H: 3.6079 3.8788 6.1321  0.102
H: 1.8375 3.7333 6.3325  0.103
C: 6.9412 0.8804 -1.5672  -0.225
C: 7.6376 2.1689 -2.0279  -0.224
C: 6.8404 2.7157 -3.2146  -0.225
S: 5.1334 2.1535 -2.9790  0.631
O: 4.8176 1.2485 -4.0503  -0.324
O: 4.3017 3.2893 -2.6871  -0.332
C: 5.4572 1.2097 -1.4898  -0.230
H: 7.3198 0.5370 -0.6050  0.112
H: 7.1049 0.0841 -2.2966  0.117
H: 7.6323 2.8945 -1.2116  0.113
H: 8.6773 1.9912 -2.3027  0.107
H: 6.8263 3.8012 -3.2711  0.095
H: 7.1741 2.2985 -4.1629  0.098
H: 4.7897 0.3502 -1.4976  0.105
H: 5.2259 1.8548 -0.6424  0.110

Forces on the atoms, in the same order (eV/Å):
C 0.10 0.03 0.06
C -0.07 0.00 0.01
C 0.17 -0.04 0.03
C -0.15 0.17 0.06
C 0.03 -0.05 -0.07
In 0.08 -0.03 0.07
S 0.03 -0.05 0.02
C -0.15 0.13 -0.05
C -0.08 0.04 0.00
C -0.06 0.02 -0.09
C -0.09 0.27 -0.09
N -0.28 -0.55 -0.03
C 0.17 0.25 0.14
C 0.04 -0.20 0.13
O -0.09 0.19 -0.23
C 0.15 0.03 -0.20
S -0.20 0.16 -0.08
C 0.16 -0.04 0.19
C -0.03 0.01 -0.15
H 0.02 -0.06 -0.01
H 0.03 0.01 -0.04
H -0.07 0.08 -0.01
H -0.14 -0.11 -0.06
H 0.03 0.01 0.01
H -0.06 -0.04 -0.06
H 0.04 0.04 0.00
H -0.04 -0.04 0.03
H 0.03 -0.01 0.01
H -0.02 -0.01 0.01
H 0.06 0.01 0.04
H -0.03 0.04 0.05
H 0.05 0.02 -0.03
H 0.03 -0.04 -0.02
H 0.07 0.03 0.05
H -0.03 -0.07 0.00
H 0.10 0.05 0.12
H 0.06 -0.10 -0.07
H 0.01 0.04 -0.02
H 0.02 -0.05 0.13
H 0.19 0.02 0.03
H -0.01 0.01 0.00
H 0.02 -0.01 0.00
H 0.00 0.00 -0.03
H -0.07 0.03 -0.01
H -0.01 -0.08 0.08
H 0.01 -0.10 0.03
H -0.01 0.05 0.01
H 0.02 0.00 -0.02
H -0.06 0.05 0.08
H 0.04 -0.06 0.02
C 0.00 -0.01 -0.01
C 0.01 -0.01 0.01
C -0.06 0.02 -0.01
S -0.02 -0.11 0.14
O 0.02 0.02 -0.01
O 0.04 -0.04 0.03
C -0.03 0.15 -0.09
H 0.00 0.01 -0.01
H 0.00 -0.01 0.00
H 0.00 -0.01 0.01
H -0.01 0.00 0.01
H 0.03 -0.02 -0.03
H 0.03 -0.01 0.01
H 0.01 -0.03 -0.02
H 0.00 -0.02 0.00
C 0.00 0.00 -0.03
C -0.01 0.00 -0.01
C 0.06 -0.01 0.05
S 0.12 0.08 0.02
O 0.04 0.02 -0.08
O -0.01 0.03 -0.03
C -0.11 -0.08 0.03
H 0.00 0.00 0.00
H -0.01 0.00 0.00
H -0.02 -0.01 0.00
H 0.01 0.00 0.01
H -0.01 0.00 -0.02
H -0.03 -0.02 0.00
H -0.04 0.02 -0.01
H -0.02 0.00 0.00

Properties
* spin multiplicity: 1
* strongest force on any atom: 0.62 eV/Å
* highest occupied orbital energy: -4.28 eV
* molar mass: 648.706 g/mol
* total charge: -1

This record from OMol25 describes C22H48As4N2S4SbV as an isolated structure. The level of theory is ωB97M-V with the def2-TZVPD basis set.

Last column: Mulliken spin population.
Geometry (Å):
V: -0.2894 -0.9439 -0.9061  2.008
C: 2.4335 -2.1172 1.6196  0.004
As: 1.2301 -0.6413 1.2393  0.058
C: 2.5064 0.8159 1.4690  0.009
C: 0.3325 -0.4110 2.9791  -0.004
C: -0.9631 -1.1767 3.2958  0.011
C: -0.7523 -2.6724 3.0397  0.006
C: -2.1770 -0.6685 2.5044  -0.014
As: -2.2962 -1.0753 0.5838  -0.004
C: -3.1772 -2.7964 0.5461  0.007
C: -3.7761 0.0997 0.1418  0.009
C: -1.2496 -1.0117 4.8044  0.002
As: -1.8070 0.6569 5.7301  0.000
C: -1.1924 2.1579 4.6143  0.000
C: -3.6983 0.7469 5.2048  0.000
H: 2.9726 -1.9130 2.5444  -0.001
H: 3.1353 -2.2117 0.7921  0.000
H: 1.8778 -3.0471 1.7017  0.001
H: 2.9162 0.7819 2.4782  0.000
H: 2.0231 1.7780 1.3024  -0.001
H: 3.3175 0.6986 0.7520  0.000
H: 0.1782 0.6613 3.0970  -0.007
H: 1.0922 -0.6926 3.7145  0.002
H: -0.5097 -2.8825 1.9945  0.002
H: -1.6544 -3.2366 3.2859  0.000
H: 0.0637 -3.0578 3.6564  0.000
H: -2.2537 0.4173 2.5876  -0.001
H: -3.0869 -1.0773 2.9509  -0.001
H: -3.9964 -2.8066 1.2643  -0.001
H: -2.4628 -3.5857 0.7610  0.000
H: -3.5462 -2.9558 -0.4652  0.001
H: -4.6233 -0.1230 0.7885  -0.002
H: -4.0482 -0.0805 -0.8961  -0.001
H: -3.4830 1.1410 0.2679  0.001
H: -0.3697 -1.3506 5.3580  0.000
H: -2.0536 -1.7026 5.0817  0.000
H: -0.1077 2.2500 4.6538  0.000
H: -1.6214 3.0555 5.0614  0.000
H: -1.5243 2.0984 3.5773  0.000
H: -4.1896 -0.1883 5.4738  0.000
H: -3.8385 0.9333 4.1418  0.000
H: -4.1686 1.5499 5.7712  0.000
S: 0.7252 -3.4425 -4.1485  0.017
As: -0.8013 -3.4775 -2.7187  0.022
S: -1.8535 -1.4873 -2.6053  0.018
S: 0.2721 -3.0709 -0.7351  -0.168
S: -2.1562 -5.0270 -2.5064  0.024
N: -1.0922 1.5498 -3.2160  0.008
C: -1.0431 2.1261 -1.9942  0.020
C: -1.2163 3.5249 -1.8763  -0.003
C: -1.1346 4.1177 -0.6489  0.001
C: -0.8945 3.3204 0.4771  0.000
C: -0.7382 1.9761 0.2790  0.045
N: -0.7855 1.3559 -0.9200  -0.075
H: -1.4346 2.1103 -3.9762  0.000
H: -1.2810 0.5468 -3.2743  0.001
H: -1.4150 4.1033 -2.7689  0.000
H: -1.2651 5.1880 -0.5523  0.000
H: -0.8361 3.7354 1.4733  0.000
H: -0.5747 1.3267 1.1282  -0.017
C: 4.2591 -1.5725 -3.7060  -0.004
C: 3.4275 -1.3957 -2.4429  -0.002
Sb: 1.6138 -0.2995 -2.7062  0.024
C: 1.2892 -0.2547 -4.8146  0.007
C: 1.5285 1.0803 -5.5057  -0.002
C: 2.3931 1.6787 -2.3158  -0.013
C: 3.8108 1.9856 -2.7835  -0.004
H: 5.2100 -2.0609 -3.4819  0.000
H: 4.4835 -0.6216 -4.1954  0.000
H: 3.7299 -2.2038 -4.4202  0.000
H: 3.9872 -0.8728 -1.6617  0.004
H: 3.1156 -2.3623 -2.0504  0.002
H: 0.2660 -0.6071 -4.9337  0.002
H: 1.9134 -1.0434 -5.2242  0.001
H: 1.0305 1.9080 -4.9951  0.000
H: 1.1504 1.0497 -6.5305  0.000
H: 2.5913 1.3191 -5.5629  0.000
H: 2.3331 1.7703 -1.2282  0.005
H: 1.6783 2.4008 -2.7178  0.001
H: 4.5254 1.2522 -2.4038  0.000
H: 4.1339 2.9679 -2.4284  0.000
H: 3.8918 1.9888 -3.8704  0.001

Forces on the atoms, in the same order (eV/Å):
V -0.12 0.48 0.14
C -0.01 0.02 0.01
As 0.03 -0.04 0.02
C -0.02 0.02 -0.02
C 0.01 -0.02 0.01
C 0.00 0.01 0.00
C -0.01 -0.03 0.02
C 0.00 0.00 -0.01
As -0.40 -0.11 0.43
C 0.01 0.05 0.00
C 0.03 -0.01 0.01
C 0.00 -0.02 -0.01
As 0.00 0.01 0.03
C 0.00 0.01 0.00
C 0.01 -0.02 -0.01
H 0.02 -0.01 0.01
H 0.01 0.00 -0.01
H -0.01 -0.01 0.00
H 0.01 0.02 0.01
H 0.00 0.01 0.00
H 0.01 0.00 -0.03
H -0.01 0.03 -0.01
H 0.01 0.01 0.02
H 0.00 0.02 -0.02
H 0.00 0.00 0.01
H -0.01 0.01 0.00
H 0.00 0.01 -0.01
H -0.02 -0.02 0.01
H -0.03 -0.01 0.01
H 0.03 -0.02 0.02
H -0.01 -0.01 -0.04
H -0.04 0.01 0.01
H -0.01 0.00 -0.03
H 0.00 0.02 0.00
H 0.01 0.00 0.00
H 0.00 -0.01 0.00
H 0.00 0.00 0.00
H 0.01 0.01 -0.01
H 0.01 0.01 0.01
H 0.00 0.01 0.00
H -0.01 0.00 -0.01
H 0.00 0.00 0.00
S 0.02 -0.02 0.06
As -0.04 0.02 -0.03
S -0.16 -0.09 -0.20
S 0.09 -0.29 -0.01
S 0.02 0.02 0.01
N 0.04 -0.12 -0.01
C -0.03 0.04 0.06
C 0.01 -0.03 0.02
C 0.00 0.02 0.00
C -0.01 0.02 0.01
C 0.00 -0.03 -0.01
N 0.05 -0.07 -0.07
H -0.01 0.02 -0.04
H 0.04 -0.04 0.01
H 0.00 -0.01 0.01
H 0.00 -0.01 0.01
H 0.00 0.00 -0.01
H 0.00 -0.01 0.01
C 0.02 0.00 -0.04
C 0.04 -0.04 -0.03
Sb 0.45 0.06 -0.31
C -0.05 0.12 -0.09
C 0.04 0.04 0.01
C -0.04 0.04 0.07
C 0.03 -0.02 0.01
H -0.01 0.00 0.01
H -0.01 -0.01 0.02
H -0.01 0.00 -0.01
H 0.01 -0.01 0.01
H 0.00 -0.04 0.03
H -0.04 0.01 0.00
H 0.05 0.00 -0.04
H 0.01 -0.02 -0.02
H 0.00 -0.01 0.02
H -0.01 0.02 0.01
H -0.01 0.05 0.02
H 0.02 -0.03 -0.03
H 0.00 0.03 -0.02
H 0.00 -0.01 -0.02
H -0.01 -0.02 0.00

Properties
* spin multiplicity: 3
* strongest force on any atom: 0.60 eV/Å
* highest occupied orbital energy (alpha / beta): -7.07 / -7.09 eV
* molar mass: 941.300 g/mol

This record from OMol25 describes a 7-piece molecular cluster, C22H48Br6N4 overall in a non-equilibrium geometry. The level of theory is ωB97M-V with the def2-TZVPD basis set.

Last column: Löwdin charge in e.
Geometry (Å):
C: -4.0663 -4.1434 4.5964  -0.086
C: -4.7471 -3.4891 3.3795  -0.257
N: -4.0046 -2.3343 2.8259  -0.184
C: -4.1789 -1.1484 3.7290  -0.211
C: -3.1251 -0.0486 3.3743  -0.075
C: -4.3094 -2.1291 1.4263  -0.268
C: -3.6369 -3.1626 0.5076  -0.080
H: -3.1101 -4.6432 4.3357  0.078
H: -4.7215 -4.9061 5.0202  0.065
H: -3.7679 -3.4301 5.3964  0.065
H: -4.8945 -4.2226 2.6247  0.082
H: -5.7818 -3.1396 3.6177  0.121
H: -5.1919 -0.7339 3.7374  0.109
H: -4.0529 -1.4972 4.7538  0.090
H: -3.2015 0.1812 2.3162  0.012
H: -3.2728 0.9312 3.8062  0.066
H: -2.1433 -0.4557 3.5300  0.070
H: -3.9017 -1.1728 1.0946  0.088
H: -5.3786 -2.1964 1.2410  0.111
H: -2.5761 -3.0110 0.5098  0.053
H: -4.1389 -3.1751 -0.4723  0.080
H: -3.6957 -4.1710 0.9653  0.068
C: 2.4116 -1.2062 -2.1150  -0.108
C: 3.3943 -1.7991 -1.1418  -0.249
N: 4.3977 -0.8525 -0.5929  -0.203
C: 5.3966 -0.3094 -1.5436  -0.278
C: 6.4202 -1.2497 -2.0061  -0.111
C: 4.9336 -1.2966 0.7134  -0.247
C: 3.8264 -1.4587 1.7983  -0.085
H: 1.9219 -0.3535 -1.7045  0.032
H: 1.6600 -1.9290 -2.3960  0.059
H: 2.8216 -0.8506 -3.0738  0.054
H: 2.7817 -2.1473 -0.2731  0.107
H: 3.8978 -2.7351 -1.5118  0.121
H: 4.8347 0.1776 -2.3799  0.106
H: 5.9138 0.5580 -1.0209  0.127
H: 6.9766 -0.8004 -2.8298  0.080
H: 7.1253 -1.5507 -1.2203  0.080
H: 5.9850 -2.1400 -2.4063  0.061
H: 5.7675 -0.6445 1.0020  0.108
H: 5.4923 -2.2173 0.5269  0.098
H: 4.1957 -1.0565 2.7635  0.074
H: 3.5446 -2.5037 1.9611  0.066
H: 2.9198 -0.8753 1.4937  0.049
Br: -3.7153 2.8619 0.1600  0.611
C: -2.3619 4.1812 0.7185  -0.667
C: -1.2262 3.4985 1.3970  -0.741
Br: 0.0485 4.7708 2.0874  0.653
H: -2.8225 4.8562 1.4315  0.051
H: -2.0503 4.7828 -0.1548  0.014
H: -0.6501 2.8509 0.8038  -0.035
H: -1.4989 2.9041 2.2669  0.051
Br: 2.2510 2.2318 -3.8165  0.622
C: 1.7814 3.7833 -2.6751  -0.681
C: 0.5167 4.3934 -3.1119  -0.716
Br: -0.0578 5.9206 -1.9967  0.630
H: 2.5981 4.4767 -2.7611  0.053
H: 1.7705 3.3459 -1.6999  -0.016
H: -0.2830 3.6615 -3.1329  -0.015
H: 0.6091 4.7599 -4.1229  0.047
Br: -1.8023 2.5112 -5.3786  0.644
C: -2.3287 0.7913 -4.5944  -0.675
C: -1.1890 -0.2136 -4.6599  -0.638
Br: -1.6903 -1.7500 -3.5161  0.618
H: -3.2326 0.6097 -5.1346  0.037
H: -2.5716 0.8914 -3.5425  0.035
H: -0.2376 0.1542 -4.2756  0.020
H: -1.0015 -0.7003 -5.6518  0.071
C: 3.0598 2.2451 1.0288  -0.056
C: 1.9682 1.6237 1.7624  -0.301
N: 1.1641 0.9416 2.2040  0.162
H: 3.9157 2.5399 1.6805  0.101
H: 2.6796 3.1292 0.5257  0.056
H: 3.4831 1.5607 0.2979  0.065
C: -1.2043 -0.1031 -0.2221  -0.081
C: -0.5090 1.0119 -0.7778  -0.272
N: 0.0625 1.9353 -1.1810  0.209
H: -0.6299 -1.0167 -0.1834  0.084
H: -2.0336 -0.3372 -0.9046  0.050
H: -1.5335 0.2344 0.7708  0.068

Forces on the atoms, in the same order (eV/Å):
C 0.68 0.21 0.06
C -0.01 1.28 0.90
N 0.04 0.02 1.26
C 0.86 0.20 -0.80
C -1.08 -0.86 -0.54
C 0.54 -0.31 -0.42
C -0.70 -0.91 1.09
H -0.59 0.25 -0.22
H -0.01 0.10 0.10
H -0.54 -0.34 -0.50
H 0.11 -0.66 -0.73
H 0.40 -0.25 0.23
H -0.27 0.01 -0.49
H 0.32 0.00 -0.09
H -0.03 -0.12 -0.31
H -0.04 -0.03 0.79
H 0.55 0.09 0.31
H -0.50 0.18 0.19
H -0.52 0.41 -0.06
H 0.65 0.44 -0.61
H 0.59 0.02 0.21
H -0.39 0.35 -0.42
C 0.53 0.03 -1.22
C 0.77 -0.62 1.17
N -0.70 0.56 0.16
C -1.43 1.98 1.35
C 1.38 -0.58 -0.57
C 0.04 -0.32 -0.95
C 0.35 0.76 -0.21
H -0.42 0.69 0.56
H -0.30 -0.38 0.07
H 0.28 -0.20 0.32
H 0.58 0.25 -0.58
H -0.40 0.61 -0.08
H 0.39 -0.57 0.50
H -0.64 -0.84 -0.43
H 0.25 0.00 0.08
H -0.14 0.14 -0.15
H -0.36 -0.76 -0.27
H -0.56 0.50 0.11
H -0.20 -0.67 0.38
H -0.30 -0.22 -0.48
H 0.03 0.20 -0.11
H 0.81 -0.52 0.38
Br 0.39 0.31 0.09
C -0.07 0.66 -0.26
C 0.01 -0.41 1.11
Br 0.20 0.47 0.04
H -0.40 -0.04 -0.06
H -0.18 -0.63 0.31
H 0.50 -0.50 -1.04
H -0.43 0.19 0.02
Br -0.19 0.49 0.08
C 1.11 -0.30 0.10
C -1.07 -0.09 -0.57
Br 0.36 -0.59 -0.26
H 0.43 0.17 -0.11
H -0.25 0.01 0.45
H -0.17 0.12 0.37
H 0.02 0.38 -0.18
Br 0.13 -0.18 0.26
C 0.84 0.25 0.34
C -0.09 -1.00 -1.11
Br 0.10 0.22 -0.14
H -0.27 -0.87 -0.30
H -0.06 0.64 0.06
H -0.29 0.19 0.11
H -0.33 0.78 0.80
C 0.82 0.72 0.48
C 0.85 -0.36 -0.63
N -0.78 -0.07 0.48
H -0.85 -0.12 -0.21
H 0.06 0.16 -0.06
H -0.27 -0.35 -0.15
C -1.12 -0.20 0.06
C 1.56 1.35 -0.94
N -0.82 -1.15 0.37
H 0.53 0.00 0.23
H -0.13 0.18 0.49
H -0.14 -0.53 -0.20

Properties
* spin multiplicity: 1
* strongest force on any atom: 2.79 eV/Å
* highest occupied orbital energy: -8.24 eV
* molar mass: 848.078 g/mol